(1)
An isolated molecule of C19H28N2O3S2, computed with ωB97M-V with the def2-TZVPD basis set.

Summary:
Spin multiplicity   1
HOMO energy   -8.76 eV
SMILES   CSC1(C(=O)N2C[C@H]3CSC[C@@]3(C)C2)CN(C(=O)[C@@H]2CC3(CC3)CO2)C1

Last columns: bonded neighbours and bond lengths (Å).
Cartesian coordinates (Å):
1 C -2.425 3.172 0.410  S2 1.804, H27 1.088, H28 1.089, H29 1.089
2 S -2.120 1.430 0.767  C1 1.804, C3 1.813
3 C -0.320 1.373 0.558  S2 1.813, C4 1.521, C15 1.547, C26 1.550
4 C 0.090 2.022 -0.755  C3 1.521, O5 1.221, N6 1.351
5 O 0.564 3.147 -0.756  C4 1.221
6 N -0.129 1.341 -1.901  C4 1.351, C7 1.454, C14 1.459
7 C -0.724 0.026 -2.080  N6 1.454, C8 1.526, H30 1.096, H31 1.088
8 C -1.561 0.203 -3.343  C7 1.526, C9 1.544, C12 1.552, H32 1.091
9 C -2.948 0.820 -3.064  C8 1.544, S10 1.819, H33 1.089, H34 1.090
10 S -2.990 2.496 -3.768  C9 1.819, C11 1.807
11 C -1.706 2.068 -4.965  S10 1.807, C12 1.528, H35 1.092, H36 1.090
12 C -0.720 1.176 -4.213  C8 1.552, C11 1.528, C13 1.526, C14 1.545
13 C 0.200 0.426 -5.172  C12 1.526, H37 1.092, H38 1.092, H39 1.092
14 C 0.094 1.995 -3.186  N6 1.459, C12 1.545, H40 1.090, H41 1.093
15 C 0.479 1.887 1.779  C3 1.547, N16 1.469, H42 1.089, H43 1.088
16 N 0.776 0.490 2.128  C15 1.469, C17 1.368, C26 1.467
17 C 1.927 0.117 2.766  N16 1.368, O18 1.210, C19 1.535
18 O 2.581 0.912 3.405  C17 1.210
19 C 2.293 -1.370 2.662  C17 1.535, C20 1.551, O25 1.410, H44 1.096
20 C 1.080 -2.330 2.780  C19 1.551, C21 1.520, H45 1.091, H46 1.090
21 C 1.453 -3.176 3.986  C20 1.520, C22 1.491, C23 1.498, C24 1.508
22 C 0.491 -4.073 4.689  C21 1.491, C23 1.510, H47 1.082, H48 1.082
23 C 1.623 -4.660 3.879  C21 1.498, C22 1.510, H49 1.082, H50 1.082
24 C 2.476 -2.338 4.711  C21 1.508, O25 1.422, H51 1.098, H52 1.089
25 O 3.220 -1.737 3.658  C19 1.410, C24 1.422
26 C 0.210 -0.047 0.885  C3 1.550, N16 1.467, H53 1.092, H54 1.094
27 H -3.471 3.355 0.649  C1 1.088
28 H -1.798 3.807 1.035  C1 1.089
29 H -2.247 3.400 -0.640  C1 1.089
30 H 0.052 -0.733 -2.231  C7 1.096
31 H -1.328 -0.258 -1.221  C7 1.088
32 H -1.686 -0.752 -3.857  C8 1.091
33 H -3.733 0.215 -3.516  C9 1.089
34 H -3.149 0.896 -1.995  C9 1.090
35 H -2.138 1.535 -5.815  C11 1.092
36 H -1.240 2.982 -5.334  C11 1.090
37 H 0.821 1.122 -5.738  C13 1.092
38 H 0.868 -0.245 -4.627  C13 1.092
39 H -0.378 -0.171 -5.880  C13 1.092
40 H -0.243 3.029 -3.114  C14 1.090
41 H 1.158 2.006 -3.438  C14 1.093
42 H 1.368 2.457 1.511  C15 1.089
43 H -0.098 2.419 2.532  C15 1.088
44 H 2.798 -1.493 1.698  C19 1.096
45 H 0.162 -1.774 2.975  C20 1.091
46 H 0.939 -2.929 1.881  C20 1.090
47 H 0.554 -4.139 5.767  C22 1.082
48 H -0.512 -4.153 4.291  C22 1.082
49 H 1.376 -5.132 2.937  C23 1.082
50 H 2.445 -5.117 4.415  C23 1.082
51 H 1.997 -1.564 5.324  C24 1.098
52 H 3.164 -2.912 5.330  C24 1.089
53 H -0.555 -0.812 1.026  C26 1.092
54 H 0.959 -0.409 0.174  C26 1.094

(2)
An isolated molecule of C19H28N2O6S, computed with ωB97M-V with the def2-TZVPD basis set.

Summary:
Spin multiplicity   1
HOMO energy   -9.05 eV
SMILES   CCCNS(=O)(=O)c1ccc(OCC(=O)N2CCC(C(=O)OCC)CC2)cc1

Last columns: bonded neighbours and bond lengths (Å).
Cartesian coordinates (Å):
1 C 5.052 2.308 -2.040  C2 1.525, H54 1.089, H55 1.087, H56 1.088
2 C 3.586 1.927 -2.213  C1 1.525, C3 1.530, H52 1.091, H53 1.090
3 C 2.839 1.829 -0.880  C2 1.530, N4 1.450, H50 1.095, H51 1.090
4 N 3.341 0.798 0.007  C3 1.450, S5 1.665, H49 1.009
5 S 2.975 -0.790 -0.339  N4 1.665, O6 1.436, O7 1.440, C8 1.786
6 O 4.068 -1.581 0.150  S5 1.436
7 O 2.577 -0.971 -1.711  S5 1.440
8 C 1.534 -1.112 0.665  S5 1.786, C9 1.378, C13 1.385
9 C 1.084 -0.228 1.621  C8 1.378, C10 1.387, H48 1.078
10 C -0.069 -0.509 2.339  C9 1.387, C11 1.393, H47 1.078
11 C -0.770 -1.685 2.083  C10 1.393, C12 1.400, O16 1.360
12 C -0.273 -2.599 1.146  C11 1.400, C13 1.378, H15 1.078
13 C 0.871 -2.306 0.437  C8 1.385, C12 1.378, H14 1.078
14 H 1.258 -2.981 -0.309  C13 1.078
15 H -0.821 -3.513 0.981  C12 1.078
16 O -1.962 -2.024 2.641  C11 1.360, C17 1.412
17 C -2.606 -1.118 3.512  O16 1.412, C18 1.536, H45 1.095, H46 1.097
18 C -2.857 0.307 2.993  C17 1.536, O19 1.219, N20 1.345
19 O -2.663 1.242 3.751  C18 1.219
20 N -3.326 0.479 1.744  C18 1.345, C21 1.444, C39 1.451
21 C -3.598 -0.525 0.743  N20 1.444, H22 1.097, C23 1.532, H44 1.088
22 H -4.609 -0.343 0.357  C21 1.097
23 C -2.591 -0.425 -0.407  C21 1.532, H24 1.090, H25 1.090, C26 1.535
24 H -1.595 -0.676 -0.040  C23 1.090
25 H -2.857 -1.138 -1.187  C23 1.090
26 C -2.555 0.995 -0.989  C23 1.535, C27 1.522, C37 1.528, H43 1.094
27 C -1.382 1.060 -1.956  C26 1.522, O28 1.204, O29 1.327
28 O -0.326 1.582 -1.704  C27 1.204
29 O -1.675 0.455 -3.100  C27 1.327, C30 1.435
30 C -0.650 0.378 -4.101  O29 1.435, C31 1.521, H35 1.094, H36 1.093
31 C 0.183 -0.886 -3.958  C30 1.521, H32 1.088, H33 1.087, H34 1.086
32 H 0.810 -0.847 -3.069  C31 1.088
33 H -0.466 -1.756 -3.901  C31 1.087
34 H 0.829 -0.986 -4.825  C31 1.086
35 H -0.016 1.266 -4.024  C30 1.094
36 H -1.191 0.387 -5.051  C30 1.093
37 C -2.377 2.026 0.125  C26 1.528, H38 1.091, C39 1.525, H42 1.090
38 H -1.379 1.910 0.552  C37 1.091
39 C -3.425 1.827 1.216  N20 1.451, C37 1.525, H40 1.095, H41 1.091
40 H -4.432 1.974 0.812  C39 1.095
41 H -3.264 2.522 2.041  C39 1.091
42 H -2.453 3.034 -0.282  C37 1.090
43 H -3.479 1.183 -1.546  C26 1.094
44 H -3.570 -1.522 1.178  C21 1.088
45 H -3.570 -1.585 3.743  C17 1.095
46 H -2.044 -1.008 4.447  C17 1.097
47 H -0.416 0.197 3.077  C10 1.078
48 H 1.626 0.688 1.794  C9 1.078
49 H 4.326 0.879 0.212  N4 1.009
50 H 2.898 2.782 -0.344  C3 1.095
51 H 1.791 1.597 -1.067  C3 1.090
52 H 3.082 2.677 -2.824  C2 1.091
53 H 3.509 0.964 -2.720  C2 1.090
54 H 5.145 3.239 -1.483  C1 1.089
55 H 5.523 2.441 -3.011  C1 1.087
56 H 5.598 1.529 -1.510  C1 1.088

Respective DFT total energy values: -1872.37849; -1699.96735 a.u..
Respective orbital gap values: 9.12; 9.70 eV.
Respective relative energy (zero: lowest compared OMol25 entry of this formula, charge and spin) values: 28.7; 28.3 kcal per mole.